# 1
Molecular formula: C36H44F27N2O12PbS
Method: DFT, ωB97M-V/def2-TZVPD

Atoms and positions in Å:
1 Pb -2.403 -1.606 3.641
2 C 1.413 -0.548 1.227
3 F 1.734 -1.744 1.713
4 F 1.491 0.406 2.182
5 F 2.305 -0.232 0.289
6 S -0.304 -0.574 0.553
7 O -1.075 -1.067 1.695
8 O -0.652 0.766 0.160
9 O -0.234 -1.508 -0.545
10 C 4.850 2.687 0.298
11 C 4.663 2.370 1.778
12 C 4.769 0.875 2.052
13 F 6.069 0.435 1.965
14 F 4.244 0.587 3.309
15 F 5.563 3.050 2.509
16 F 3.421 2.847 2.153
17 O 3.914 1.934 -0.443
18 C 3.466 2.438 -1.652
19 C 2.169 1.704 -2.010
20 F 1.462 2.343 -2.960
21 F 2.337 0.439 -2.476
22 F 3.242 3.767 -1.604
23 F 4.455 2.131 -2.584
24 H 5.895 2.484 0.033
25 H 4.671 3.755 0.169
26 H 4.156 0.326 1.328
27 H 1.588 1.662 -1.080
28 C -1.650 -2.866 -3.013
29 C -1.610 -1.818 -4.104
30 C -0.349 -0.970 -3.978
31 F 0.761 -1.776 -3.986
32 F -0.273 -0.101 -5.010
33 F -1.666 -2.406 -5.335
34 F -2.707 -1.024 -3.981
35 O -2.746 -3.734 -3.185
36 C -3.093 -4.453 -2.081
37 C -3.785 -5.717 -2.566
38 F -4.297 -6.422 -1.497
39 F -4.764 -5.435 -3.468
40 F -2.020 -4.764 -1.343
41 F -3.921 -3.678 -1.328
42 H -1.610 -2.303 -2.076
43 H -0.705 -3.418 -3.046
44 H -0.342 -0.419 -3.029
45 H -3.048 -6.371 -3.056
46 C -3.623 4.188 -4.116
47 C -4.987 4.844 -4.015
48 C -5.016 5.966 -2.995
49 F -4.015 6.872 -3.254
50 F -6.242 6.625 -3.053
51 F -5.305 5.278 -5.276
52 F -5.919 3.885 -3.693
53 O -3.109 3.894 -2.812
54 C -1.753 3.870 -2.677
55 C -1.447 4.006 -1.205
56 F -0.094 3.949 -1.029
57 F -1.914 5.164 -0.770
58 F -1.293 2.642 -3.088
59 F -1.163 4.830 -3.390
60 H -2.927 4.784 -4.704
61 H -3.725 3.233 -4.642
62 H -4.875 5.591 -1.973
63 H -1.855 3.198 -0.594
64 O -3.600 -0.265 1.968
65 C -4.280 -0.249 0.962
66 O -5.565 -0.015 1.040
67 C -6.213 -0.202 -0.253
68 C -5.065 -0.217 -1.267
69 C -3.893 -0.714 -0.429
70 H -6.963 0.538 -0.497
71 H -6.662 -1.195 -0.183
72 H -4.854 0.757 -1.689
73 H -5.384 -0.881 -2.071
74 H -2.976 -0.207 -0.728
75 H -3.707 -1.786 -0.484
76 O -0.799 -3.468 3.388
77 C 0.004 -4.241 2.910
78 O 0.815 -4.924 3.708
79 C 1.690 -5.796 2.945
80 C 1.653 -5.248 1.509
81 C 0.317 -4.492 1.458
82 H 1.322 -6.822 2.964
83 H 2.699 -5.732 3.338
84 H 1.793 -6.013 0.754
85 H 2.430 -4.487 1.386
86 H -0.488 -5.125 1.058
87 H 0.296 -3.565 0.888
88 O -0.442 -0.238 4.323
89 C 0.710 -0.403 4.631
90 O 1.228 -1.604 4.687
91 C 2.631 -1.537 5.092
92 C 2.791 -0.162 5.745
93 C 1.683 0.655 5.099
94 H 3.210 -1.649 4.172
95 H 2.822 -2.352 5.782
96 H 3.816 0.157 5.572
97 H 2.662 -0.276 6.822
98 H 2.078 1.172 4.218
99 H 1.150 1.389 5.698
100 C 3.208 -3.324 -1.490
101 C 4.133 -2.138 -1.616
102 C 4.439 -1.762 -3.060
103 C 5.402 -2.681 -3.684
104 N 6.144 -3.444 -4.165
105 H 2.258 -3.060 -1.978
106 H 2.937 -3.539 -0.458
107 H 3.539 -4.211 -2.034
108 H 5.055 -2.172 -1.033
109 H 3.596 -1.274 -1.232
110 H 4.844 -0.754 -3.180
111 H 3.525 -1.762 -3.662
112 C -1.097 2.893 2.800
113 C 0.202 3.664 2.658
114 C 0.405 4.649 3.810
115 C 0.266 3.996 5.102
116 N 0.084 3.449 6.066
117 H -1.936 3.587 2.875
118 H -1.130 2.221 3.663
119 H -1.231 2.189 1.973
120 H 0.226 4.201 1.711
121 H 1.056 2.982 2.633
122 H -0.323 5.461 3.725
123 H 1.369 5.155 3.733

Forces on the atoms, in the same order (eV/Å):
Pb 1.544 0.600 -0.965
C -0.394 0.811 -0.287
F 0.129 0.123 0.381
F 0.122 -0.733 -0.251
F -0.264 -0.131 0.045
S -0.655 0.119 -0.970
O 0.097 -0.519 0.579
O 0.461 0.101 0.307
O 0.259 -0.301 0.319
C 0.643 0.728 0.129
C -0.336 0.653 -0.265
C -0.460 -1.000 0.333
F -1.212 0.663 0.330
F 0.882 0.236 -0.826
F 0.185 -0.025 -0.062
F 0.443 -0.725 -0.041
O -0.749 0.125 -0.316
C 1.730 -1.035 -0.345
C -1.309 -0.152 0.388
F 0.421 0.369 0.061
F 0.646 0.241 0.330
F 0.325 -0.741 -0.253
F -0.995 1.013 0.484
H -0.245 -0.210 -0.172
H 0.041 -0.024 0.123
H 0.356 0.078 0.161
H -0.163 -0.006 -0.266
C 1.306 0.432 0.092
C -0.460 -1.144 -0.408
C 0.410 0.566 0.231
F -0.438 0.167 -0.219
F 0.023 -0.304 0.195
F 0.094 0.352 0.421
F 0.104 0.309 -0.103
O -0.049 -0.263 0.057
C -0.420 1.067 -1.337
C -0.249 -1.406 -0.254
F 0.107 0.832 -0.712
F 0.422 0.002 0.983
F 0.097 -0.258 0.565
F -0.059 -0.381 0.591
H -0.505 -0.266 0.130
H -0.158 -0.091 -0.123
H -0.050 -0.001 -0.165
H -0.143 0.255 0.099
C 0.475 -0.947 -0.506
C 0.146 -0.666 -1.062
C -0.973 1.382 0.567
F -0.770 -0.724 -0.081
F 1.422 -0.712 -0.051
F 0.136 0.015 0.844
F 0.320 0.653 0.258
O -0.160 0.576 0.112
C -0.850 -0.953 -0.291
C 0.745 -1.166 0.607
F -0.054 0.342 -0.074
F -0.143 1.104 0.408
F 0.141 0.622 -0.131
F 0.401 -0.115 -0.083
H -0.214 0.333 0.235
H -0.291 0.160 -0.063
H -0.092 0.033 -0.298
H -0.233 -0.100 -0.284
O 0.314 0.244 0.936
C -0.454 -1.676 -0.590
O -0.550 1.012 -0.077
C 0.616 -0.697 -0.443
C -0.664 -0.725 0.026
C 0.397 1.202 -0.363
H -0.059 0.291 0.621
H -0.185 0.176 -0.106
H -0.069 0.262 0.023
H 0.430 0.021 -0.124
H 0.154 -0.142 0.103
H -0.190 0.105 0.366
O -1.024 0.320 0.329
C 1.150 -0.014 -0.217
O -0.130 -0.207 -0.094
C 0.117 0.079 -1.037
C -0.041 1.034 0.313
C -0.494 -0.827 -0.044
H -0.091 0.115 0.396
H -0.148 -0.075 0.407
H -0.120 -0.033 -0.043
H 0.124 -0.328 0.021
H 0.042 0.116 0.067
H 0.076 -0.024 0.015
O -2.311 0.120 -0.538
C 1.490 0.140 1.107
O 0.285 -0.473 0.019
C -0.137 0.210 -0.140
C 0.227 -0.709 0.309
C 0.135 0.022 -0.550
H 0.064 -0.020 0.173
H -0.078 -0.153 -0.144
H -0.191 0.450 -0.003
H -0.133 0.168 -0.004
H -0.223 0.009 0.122
H 0.150 -0.042 0.202
C -0.698 -0.030 -0.599
C -0.118 1.050 0.140
C 0.318 -0.122 -0.628
C 1.284 -1.673 -1.037
N -1.489 1.597 1.043
H 0.087 0.062 0.068
H 0.307 -0.209 0.066
H 0.306 -0.102 0.371
H 0.037 -0.444 -0.057
H 0.009 0.026 0.143
H 0.025 -0.021 0.327
H 0.001 -0.133 0.052
C -0.183 -0.635 -0.189
C 0.238 -0.431 0.170
C 0.122 0.651 -0.529
C 0.336 1.682 -2.671
N -0.393 -1.650 2.858
H -0.134 -0.126 -0.118
H 0.215 0.414 0.265
H -0.121 0.442 -0.216
H -0.037 0.134 0.036
H -0.087 -0.048 -0.013
H -0.152 -0.147 0.240
H 0.110 -0.201 0.136

Output
- Net charge: +1
- HOMO: -12.8 eV
- Spin multiplicity: 1
- E_tot: -155047.6341 eV



# 2
Molecular formula: C36H44KN15OS
Method: DFT, ωB97M-V/def2-TZVPD

Atoms and positions in Å:
1 K -0.084 -1.124 0.365
2 C -0.268 -3.218 -2.274
3 C -1.772 -3.175 -1.855
4 N -2.214 -1.911 -1.290
5 C -2.910 -0.994 -2.170
6 C -2.471 0.469 -2.021
7 N -1.040 0.649 -1.798
8 C -0.178 0.437 -2.950
9 C 0.039 -1.025 -3.361
10 N 0.391 -1.914 -2.263
11 H -0.200 -3.698 -3.261
12 H 0.274 -3.843 -1.564
13 H -1.928 -3.958 -1.112
14 H -2.390 -3.442 -2.721
15 H -2.677 -2.027 -0.402
16 H -3.998 -1.023 -2.026
17 H -2.748 -1.319 -3.198
18 H -2.980 0.902 -1.157
19 H -2.824 1.018 -2.909
20 H -0.891 1.592 -1.457
21 H 0.784 0.869 -2.684
22 H -0.529 0.980 -3.844
23 H 0.795 -1.027 -4.160
24 H -0.866 -1.402 -3.834
25 H 1.390 -2.059 -2.196
26 C -0.684 -6.479 4.284
27 C -0.995 -6.493 2.792
28 N -0.060 -5.719 1.999
29 C -0.081 -4.356 1.905
30 S 1.298 -3.655 1.134
31 N -1.125 -3.791 2.492
32 N -1.395 -2.495 2.193
33 C -2.153 -1.889 3.043
34 C -2.569 -2.501 4.351
35 C -2.682 -0.547 2.694
36 C -3.847 -0.080 3.318
37 C -4.359 1.159 2.986
38 C -3.697 1.930 2.041
39 C -2.550 1.398 1.477
40 N -2.051 0.206 1.780
41 H -1.385 -7.113 4.831
42 H 0.327 -6.845 4.473
43 H -0.758 -5.463 4.669
44 H -0.975 -7.517 2.412
45 H -1.993 -6.094 2.618
46 H 0.830 -6.129 1.775
47 H -1.810 -3.212 4.664
48 H -2.692 -1.738 5.119
49 H -3.509 -3.055 4.261
50 H -4.352 -0.698 4.046
51 H -5.267 1.517 3.455
52 H -4.055 2.908 1.744
53 H -1.987 1.976 0.747
54 C -0.295 3.194 3.028
55 N 0.757 2.187 2.999
56 C 0.825 1.022 3.667
57 N 1.980 0.431 3.453
58 C 2.610 1.306 2.630
59 N 1.916 2.386 2.333
60 C -0.955 3.461 1.696
61 C -2.326 3.690 1.639
62 C -2.932 4.082 0.446
63 C -2.166 4.255 -0.697
64 C -0.797 4.003 -0.636
65 C -0.202 3.599 0.546
66 C 0.045 4.229 -1.803
67 N -0.170 4.922 -2.871
68 N 0.997 4.807 -3.646
69 C 1.791 4.055 -2.968
70 O 1.255 3.660 -1.800
71 C 3.104 3.495 -3.266
72 C 4.225 4.248 -3.595
73 C 5.430 3.587 -3.829
74 C 5.507 2.195 -3.737
75 C 4.366 1.460 -3.437
76 C 4.315 -0.034 -3.292
77 N 4.302 -0.379 -1.875
78 C 3.298 -0.183 -0.996
79 N 3.685 -0.491 0.221
80 C 4.973 -0.876 0.030
81 N 5.397 -0.809 -1.218
82 C 3.191 2.127 -3.210
83 H 0.130 4.122 3.416
84 H -1.040 2.854 3.747
85 H 0.022 0.658 4.289
86 H 3.605 1.142 2.239
87 H -2.925 3.581 2.536
88 H -3.997 4.264 0.415
89 H -2.607 4.580 -1.630
90 H 0.867 3.436 0.587
91 H 4.155 5.325 -3.658
92 H 6.315 4.158 -4.074
93 H 6.449 1.686 -3.903
94 H 5.148 -0.545 -3.768
95 H 3.389 -0.411 -3.733
96 H 2.322 0.183 -1.280
97 H 5.612 -1.215 0.828
98 H 2.299 1.567 -2.983

Forces on the atoms, in the same order (eV/Å):
K 0.436 0.491 -0.072
C -0.018 -0.006 0.018
C 0.021 0.016 -0.030
N -0.037 -0.011 0.102
C 0.006 0.016 -0.030
C 0.012 0.010 0.041
N -0.068 -0.028 -0.021
C -0.112 -0.044 -0.081
C -0.039 -0.014 0.002
N 0.047 0.020 -0.071
H 0.014 -0.014 0.008
H 0.000 0.021 0.015
H 0.023 -0.007 -0.006
H -0.021 -0.007 0.013
H -0.081 -0.091 -0.018
H -0.003 0.002 -0.006
H 0.001 -0.012 -0.004
H 0.014 0.003 0.015
H -0.011 0.018 0.008
H -0.024 -0.044 -0.015
H -0.038 -0.033 0.039
H 0.020 0.007 0.006
H 0.004 0.007 0.013
H -0.005 -0.018 -0.010
H 0.003 -0.013 -0.077
C 0.007 -0.010 -0.010
C -0.001 0.008 -0.008
N -0.066 0.024 0.096
C 0.261 -0.061 -0.094
S -0.199 -0.062 0.033
N -0.230 0.104 0.006
N -0.014 -0.271 0.199
C -0.051 0.092 0.020
C -0.042 -0.052 -0.042
C -0.073 -0.123 0.312
C 0.137 -0.133 0.116
C 0.056 -0.029 -0.135
C -1.891 -1.599 0.111
C -0.029 -1.551 -0.908
N -0.105 -0.049 0.034
H -0.008 0.009 0.003
H -0.006 -0.007 0.002
H 0.012 0.013 0.004
H 0.008 -0.001 -0.002
H -0.004 -0.016 -0.002
H 0.011 0.000 -0.034
H 0.011 -0.010 0.005
H -0.028 0.009 0.019
H 0.008 -0.005 0.009
H 0.002 -0.006 0.004
H -0.018 -0.006 -0.034
H -1.130 -1.594 0.120
H -0.567 -1.465 -0.175
C 0.080 -0.264 -0.009
N -0.209 0.059 0.125
C 0.009 -0.014 -0.061
N -0.117 0.101 0.027
C 0.218 0.007 -0.035
N 0.103 0.024 0.023
C 0.310 1.285 0.372
C 1.645 3.668 0.349
C 0.545 0.614 0.066
C -0.092 -0.164 0.187
C -0.320 0.158 -0.325
C 0.351 0.009 0.254
C -0.515 0.317 -0.263
N 0.246 -0.067 -0.043
N -0.217 -0.038 0.283
C 0.039 0.493 -0.371
O 0.344 -0.523 0.439
C 0.173 0.510 -0.326
C 0.225 -0.158 -0.063
C -0.228 -0.138 0.091
C -0.063 0.182 -0.057
C 0.437 -0.068 -0.296
C 0.141 -0.094 0.176
N -0.290 -0.094 0.091
C 0.197 -0.115 -0.061
N 0.049 -0.067 -0.136
C 0.053 0.047 -0.070
N -0.116 -0.032 0.049
C -0.299 -0.147 0.085
H 0.034 -0.024 -0.025
H -0.028 -0.063 0.031
H -0.026 -0.029 -0.038
H -0.257 0.020 0.064
H 1.194 1.156 -0.024
H -0.035 0.048 -0.083
H -0.031 0.011 -0.009
H -0.057 -0.023 0.008
H 0.025 -0.006 -0.007
H -0.001 -0.006 0.002
H 0.005 0.029 -0.010
H 0.078 0.007 0.147
H 0.058 -0.025 -0.007
H 0.081 -0.063 0.011
H 0.013 -0.011 0.006
H 0.055 0.011 -0.053

Output
- Net charge: 0
- HOMO: -6.7 eV
- Energy above the lowest of the compared OMol25 structures with the same formula, charge and spin: 96.7 kcal/mol
- Spin multiplicity: 1
- E_tot: -89603.0014 eV



Number 1: HOMO-LUMO gap 8.79 eV. Number 2: HOMO-LUMO gap 6.40 eV.